176
Properties=species:S:1:pos:R:3:lowdin_charge:R:1 method="wB97M-V/def2-TZVPD" s_squared=8.7885 e_homo_ev="-7.949 / -7.949" e_lumo_ev="-3.9 / -3.7" multiplicity=6 charge=0
Mn -3.648 -4.130 -0.219 1.4060
F -2.871 -4.301 -3.455 -0.6537
C 1.918 -2.728 -1.587 -0.5986
F 1.193 -3.331 -2.565 0.1018
F 3.241 -2.893 -1.968 0.0849
F 1.651 -1.451 -1.614 0.1489
S 1.614 -3.647 0.116 0.6852
O 1.333 -5.030 -0.277 -0.3299
O 2.800 -3.427 0.903 -0.3073
N 0.082 -2.863 0.716 -0.3338
S 0.664 -1.598 1.615 0.5967
O 1.860 -0.924 1.021 -0.3414
O -0.349 -0.653 2.076 -0.3441
C 1.293 -2.495 3.220 -0.5617
F 1.439 -3.881 3.121 0.0461
F 2.491 -2.018 3.634 0.1017
F 0.504 -2.292 4.304 0.0830
C 3.126 7.498 6.842 -0.0405
C 3.817 6.694 5.716 -0.4664
C 4.237 7.702 4.661 -0.1475
C 5.376 7.188 3.720 -0.1541
C 6.578 6.477 4.436 -0.1333
C 6.135 5.452 5.481 -0.4869
N 5.006 5.998 6.321 -0.1374
O 4.717 5.193 7.410 0.0018
C 5.769 4.111 4.790 -0.0392
C 7.404 5.230 6.319 -0.0515
C 2.914 5.596 4.996 -0.0031
H 3.870 7.952 7.496 0.0844
H 2.603 6.890 7.580 0.0732
H 2.466 8.292 6.491 0.0819
H 3.536 7.910 3.853 0.1224
H 4.729 8.533 5.165 0.1186
H 5.668 7.949 2.996 0.1079
H 4.877 6.355 3.227 0.0819
H 7.352 7.114 4.864 0.1107
H 7.053 5.853 3.678 0.1129
H 6.681 3.568 4.543 0.0818
H 5.264 3.411 5.455 0.0759
H 5.190 4.098 3.866 0.0772
H 7.539 5.992 7.087 0.0870
H 7.263 4.328 6.914 0.0774
H 8.330 5.181 5.747 0.0869
H 3.118 5.483 3.932 0.0708
H 1.891 5.968 5.043 0.0796
H 3.043 4.668 5.554 0.0656
H 4.109 4.614 6.945 0.0622
C 2.382 5.453 -6.119 -0.0087
C 0.988 6.276 -6.055 -0.4734
C 0.927 6.997 -4.757 -0.1492
C 1.707 8.329 -4.796 -0.2130
C 1.300 9.227 -5.887 -0.1422
C 1.444 8.496 -7.282 -0.5089
N 0.862 7.161 -7.227 -0.0984
O 0.598 6.513 -8.520 0.0037
C 0.681 9.349 -8.268 -0.0528
C 2.918 8.519 -7.716 -0.0421
C -0.288 5.333 -6.110 -0.0159
H 2.415 4.746 -5.290 0.0715
H 3.207 6.160 -6.027 0.0616
H 2.428 4.742 -6.944 0.0718
H -0.051 7.010 -4.277 0.1202
H 1.590 6.509 -4.043 0.1159
H 2.788 8.200 -4.843 0.1100
H 1.496 8.740 -3.809 0.1145
H 1.741 10.209 -5.720 0.1264
H 0.235 9.324 -5.673 0.1214
H 1.086 10.361 -8.296 0.0885
H 0.844 8.990 -9.284 0.0753
H -0.391 9.230 -8.111 0.0937
H 3.094 8.124 -8.716 0.0820
H 3.303 9.537 -7.658 0.0821
H 3.687 8.015 -7.131 0.0633
H -0.037 4.600 -5.343 0.0792
H -0.505 4.950 -7.107 0.0712
H -1.155 5.878 -5.737 0.0730
H 1.458 6.094 -8.608 0.0794
C -1.183 -5.222 -11.676 -0.1146
O -2.202 -5.131 -10.730 -0.2149
C -3.515 -4.690 -11.187 -0.1896
C -4.605 -4.637 -10.126 -0.2197
N -4.047 -4.246 -8.837 -0.0389
C -3.736 -2.739 -8.583 -0.1362
C -5.072 -1.982 -8.315 -0.2120
O -5.560 -2.597 -7.093 -0.1926
C -6.800 -1.961 -6.654 -0.1067
H -1.540 -5.577 -12.643 0.0857
H -0.404 -5.785 -11.162 0.0959
H -0.846 -4.199 -11.838 0.0826
H -3.950 -5.413 -11.876 0.1154
H -3.450 -3.691 -11.619 0.1161
H -5.136 -5.584 -10.027 0.1083
H -5.463 -3.989 -10.305 0.1068
H -3.081 -4.515 -8.956 0.0671
H -3.255 -2.315 -9.465 0.0964
H -3.035 -2.478 -7.790 0.1168
H -5.815 -2.221 -9.076 0.0969
H -4.986 -0.896 -8.282 0.1126
H -7.635 -2.060 -7.347 0.0765
H -6.678 -0.900 -6.436 0.0727
H -7.145 -2.359 -5.700 0.0751
C -3.419 -7.106 1.607 -0.0454
O -3.824 -5.739 1.979 -0.2959
C -4.061 -5.449 3.372 -0.1809
C -5.270 -4.519 3.314 -0.1974
N -5.003 -3.308 2.480 -0.0312
C -6.303 -2.775 2.098 -0.2142
C -5.955 -1.594 1.273 -0.2464
O -5.072 -1.927 0.200 -0.2687
C -4.409 -0.748 -0.360 -0.0375
H -3.024 -7.227 0.598 0.0886
H -4.233 -7.799 1.819 0.0925
H -2.613 -7.420 2.271 0.0955
H -3.234 -4.952 3.879 0.1328
H -4.358 -6.346 3.916 0.1313
H -5.636 -4.408 4.335 0.1293
H -6.007 -5.194 2.879 0.1208
H -4.572 -2.656 3.119 0.1320
H -6.885 -2.350 2.916 0.1361
H -6.966 -3.418 1.518 0.1344
H -5.513 -0.817 1.897 0.1260
H -6.764 -0.932 0.967 0.1367
H -3.560 -1.381 -0.620 0.0758
H -4.060 0.108 0.217 0.1024
H -4.933 -0.173 -1.124 0.1000
C 8.626 -2.163 8.439 -0.0723
C 8.223 -2.393 9.884 -0.4619
C 7.235 -1.281 10.337 -0.1681
O 6.800 -1.554 11.690 -0.2122
C 7.697 -1.408 12.752 -0.1248
N 7.644 -3.695 9.989 0.0438
H 7.723 -2.034 7.843 0.0738
H 9.137 -3.033 8.027 0.0803
H 9.108 -1.206 8.238 0.0786
H 9.066 -2.262 10.562 0.1246
H 6.493 -1.065 9.568 0.1221
H 7.683 -0.290 10.406 0.1157
H 7.124 -0.967 13.568 0.0849
H 8.511 -0.708 12.565 0.0880
H 8.066 -2.388 13.053 0.0889
H 6.869 -3.601 10.629 0.0639
H 7.206 -4.122 9.186 0.0747
C -4.156 0.683 9.356 -0.0673
C -4.865 1.966 8.863 -0.3927
C -4.097 3.233 9.206 -0.2233
O -4.836 4.375 8.774 -0.2268
C -4.464 5.626 9.332 -0.0927
N -4.860 1.941 7.396 0.0136
H -4.380 -0.321 8.997 0.0691
H -4.288 0.680 10.438 0.0693
H -3.074 0.591 9.263 0.0719
H -5.901 2.083 9.182 0.1417
H -3.088 3.251 8.795 0.1249
H -3.964 3.430 10.270 0.1172
H -5.038 5.651 10.258 0.0892
H -4.882 6.435 8.733 0.0841
H -3.375 5.662 9.334 0.0907
H -5.442 2.635 6.948 0.0630
H -3.939 2.097 7.013 0.0683
C -1.844 -10.295 -6.370 -0.0865
C -3.086 -10.744 -7.080 -0.4071
C -3.381 -12.218 -7.245 -0.2118
O -2.287 -12.754 -7.950 -0.1883
C -2.583 -13.923 -8.634 -0.1263
N -4.130 -10.009 -6.221 0.0286
H -1.914 -10.450 -5.293 0.0768
H -1.448 -9.317 -6.643 0.0887
H -1.124 -11.028 -6.734 0.0715
H -2.925 -10.190 -8.005 0.1381
H -4.357 -12.215 -7.730 0.1237
H -3.448 -12.759 -6.301 0.1308
H -1.583 -14.211 -8.959 0.0929
H -3.175 -13.708 -9.524 0.0879
H -3.049 -14.714 -8.046 0.0884
H -3.985 -10.415 -5.308 0.0456
H -5.062 -10.290 -6.491 0.0470